Here is a single C3H5IN3P molecule in a non-equilibrium geometry from the OMol25 dataset. Energies are from wB97M-V/def2-TZVPD.

Computed properties:
HOMO-LUMO gap = 8.430 eV

XYZ file:
```
13
C3H5IN3P wB97M-V/def2-TZVPD
C -0.94 -0.94 0.16
C -1.30 0.39 0.64
N -2.50 0.78 0.91
N -2.45 2.06 1.34
C -1.25 2.47 1.18
I -0.57 4.28 1.75
N -0.46 1.46 0.75
P 1.61 1.55 0.66
H -1.44 -1.66 0.76
H -1.19 -1.17 -0.89
H 0.21 -0.91 0.13
H 1.56 2.58 -0.29
H 1.63 0.43 -0.27
```

---

Here is a single C3H5IN4 molecule in a non-equilibrium geometry from the OMol25 dataset. Energies are from wB97M-V/def2-TZVPD.

Computed properties:
HOMO-LUMO gap = 10.335 eV

XYZ file:
```
13
C3H5IN4 wB97M-V/def2-TZVPD
C -0.23 1.75 -0.51
C 0.76 0.84 0.16
I 2.60 0.54 -0.81
N -0.07 -0.72 0.36
C -0.17 -1.88 -0.32
N -0.88 -2.69 0.40
N -1.12 -2.05 1.59
N -0.64 -0.91 1.55
H -1.29 1.35 -0.26
H -0.24 1.73 -1.60
H 0.03 2.82 -0.32
H 1.08 1.15 1.19
H 0.19 -1.94 -1.43
```

---

Here is a single C3H5IS molecule in a non-equilibrium geometry from the OMol25 dataset. Energies are from wB97M-V/def2-TZVPD.

Computed properties:
HOMO-LUMO gap = 8.938 eV

XYZ file:
```
10
C3H5IS wB97M-V/def2-TZVPD
C 1.54 0.77 -0.27
C 0.59 0.36 0.58
C -0.61 -0.41 0.08
S -2.06 0.56 -0.06
I -0.87 -2.42 1.05
H 2.27 1.39 0.11
H 1.53 0.59 -1.38
H 0.79 0.59 1.69
H -0.33 -0.95 -1.10
H -2.85 -0.47 -0.71
```

---

| no. | HOMO level (eV) | LUMO (eV) |
| --- | --- | --- |
| 1 | -9.0 | -0.534 |
| 2 | -10.4 | -0.082 |
| 3 | -9.1 | -0.121 |